C30H35AsCaCl3N9O2SiTe | ωB97M-V/def2-TZVPD

XYZ file:
```
83
Properties=species:S:1:pos:R:3:mulliken_charge:R:1
Ca 0.155 0.088 -0.739 0.994
N 3.622 1.076 -1.747 0.049
C 3.642 0.431 -0.586 -0.230
N 4.747 -0.229 -0.219 -0.725
C 4.701 -0.755 0.999 -0.100
N 5.754 -1.515 1.408 -0.432
N 3.719 -0.555 1.901 -0.503
C 2.652 0.031 1.391 0.126
N 2.507 0.471 0.152 0.806
C 1.480 0.226 2.299 -0.076
C 1.582 0.017 3.668 -0.307
C 0.469 0.274 4.450 -0.792
C -0.694 0.734 3.848 -0.633
C -0.705 0.901 2.472 -0.531
N 0.359 0.648 1.719 0.868
H 4.410 1.008 -2.364 0.271
H 2.862 1.722 -1.933 -0.001
H 6.323 -1.835 0.641 0.258
H 5.493 -2.242 2.068 0.391
H 2.516 -0.343 4.074 0.567
H 0.506 0.119 5.522 0.379
H -1.579 0.953 4.432 0.440
H -1.581 1.250 1.935 0.134
C -2.886 -0.615 -4.262 -2.022
C -2.371 0.078 -3.019 0.571
O -1.497 -0.515 -2.379 0.140
C -2.890 1.380 -2.644 0.695
C -3.821 2.025 -3.486 -1.003
C -4.363 3.248 -3.189 -0.869
C -3.962 3.888 -1.999 -0.187
C -3.065 3.305 -1.152 -0.659
C -2.483 2.021 -1.420 -0.290
O -1.666 1.523 -0.584 0.026
H -2.420 -1.596 -4.315 0.206
H -2.589 -0.050 -5.147 0.471
H -3.973 -0.707 -4.253 0.468
H -4.112 1.539 -4.409 0.342
H -5.067 3.719 -3.863 0.359
H -4.362 4.867 -1.757 0.383
H -2.727 3.803 -0.251 0.395
C -1.358 -3.076 2.793 -0.917
C -2.653 -2.604 2.137 -0.949
As -2.297 -1.727 0.405 0.899
C -2.116 -3.332 -0.719 0.006
C -3.372 -4.166 -0.929 -1.421
C -4.138 -1.170 -0.016 -0.553
C -4.537 0.046 0.816 -1.133
H -1.543 -3.527 3.771 0.454
H -0.665 -2.243 2.930 0.004
H -0.840 -3.817 2.181 0.247
H -3.146 -1.860 2.769 0.440
H -3.357 -3.431 2.003 0.487
H -1.325 -3.920 -0.248 0.349
H -1.708 -2.988 -1.671 0.057
H -3.820 -4.478 0.018 0.263
H -3.146 -5.070 -1.499 0.428
H -4.130 -3.610 -1.485 0.300
H -4.833 -2.000 0.137 0.553
H -4.149 -0.916 -1.078 0.171
H -4.538 -0.187 1.885 0.316
H -5.538 0.398 0.555 0.374
H -3.839 0.868 0.651 0.054
N 4.183 -4.020 2.460 -0.774
C 3.172 -3.965 1.887 0.636
N 2.018 -4.023 1.264 -0.862
C 1.495 -2.974 0.709 0.332
N 0.930 -2.106 0.172 -0.316
Te 1.198 3.748 -0.909 -0.149
C 3.071 3.785 0.079 -0.604
C 3.196 3.328 1.396 -0.221
C 4.429 3.251 2.029 -0.386
C 5.584 3.647 1.366 -0.524
C 5.480 4.127 0.066 -0.449
C 4.244 4.194 -0.564 -0.276
H 2.302 3.013 1.922 0.484
H 4.490 2.864 3.041 0.340
H 6.551 3.571 1.850 0.350
H 6.371 4.439 -0.468 0.332
H 4.181 4.553 -1.585 0.370
Cl 0.512 -2.911 -3.933 -0.420
Si 1.271 -0.912 -3.627 0.605
Cl 3.282 -1.211 -4.429 -0.447
Cl 0.402 0.025 -5.393 -0.432
```

Calculated values
- Frontier orbital gap: 5.76 eV
- Charge: -2
- Relative energy (zero: lowest compared OMol25 entry of this formula, charge and spin): 0.0 kcal/mol
- E_HOMO: -1.62 eV



C30H35ClLuN2O2 | ωB97M-V/def2-TZVPD

XYZ file:
```
71
Properties=species:S:1:pos:R:3:mulliken_charge:R:1
Lu 0.213 -0.377 0.023 -0.153
Cl -1.440 1.539 -0.243 -0.539
N -0.622 -0.594 2.162 0.279
N 1.182 0.523 -1.989 0.446
C -1.181 -1.792 2.357 0.600
C 0.745 -0.058 -3.143 0.596
C -0.778 0.189 3.406 1.166
C -1.083 -0.907 4.433 -0.782
C -1.965 1.129 3.266 -1.414
C 0.495 0.965 3.706 -1.689
H -2.897 0.555 3.165 0.317
H -1.849 1.773 2.389 0.147
H -2.029 1.733 4.177 0.462
H 1.355 0.287 3.715 0.363
H 0.385 1.428 4.690 0.523
H 0.658 1.748 2.954 0.243
C 1.989 1.713 -2.314 1.146
C 1.837 1.826 -3.840 -0.798
C 3.444 1.488 -1.917 -1.368
C 1.417 2.927 -1.610 -1.626
H 0.341 2.987 -1.792 0.397
H 1.911 3.823 -2.003 0.454
H 1.582 2.873 -0.527 0.136
H 3.850 0.632 -2.472 0.420
H 3.531 1.295 -0.840 0.049
H 4.024 2.385 -2.172 0.467
O 1.082 0.627 -4.234 -0.467
H 2.789 1.817 -4.385 0.314
H 1.236 2.699 -4.141 0.337
O -1.498 -2.074 3.615 -0.470
H -1.911 -0.674 5.113 0.317
H -0.190 -1.198 5.006 0.363
C -1.480 -2.750 1.216 -1.261
C -0.099 -1.289 -3.217 -1.447
C -1.176 -1.387 -2.242 0.378
H 0.586 -2.100 -2.965 0.302
H -0.367 -1.405 -4.316 0.338
C -0.895 -1.826 -1.005 0.667
C -1.822 -2.072 -0.070 0.330
H 1.906 -1.346 -0.576 0.045
C -3.187 -1.688 -0.322 1.034
C -3.558 -1.092 -1.591 -1.530
C -4.276 -1.842 0.745 -1.299
C -2.534 -0.958 -2.519 1.244
H -4.634 -0.762 -1.791 0.071
C -2.810 -0.299 -3.867 -1.517
H -3.910 -0.025 -4.042 0.353
H -2.496 -0.952 -4.739 0.278
H -2.210 0.661 -4.019 0.203
H -4.250 -2.867 1.217 0.271
H -5.339 -1.671 0.364 0.397
H -4.129 -1.128 1.618 0.076
H -2.222 -3.484 1.616 0.465
H -0.545 -3.279 1.029 0.029
C 5.382 1.144 2.712 -0.668
C 4.212 1.745 2.213 -1.102
C 3.216 0.986 1.658 0.472
C 3.319 -0.443 1.590 0.927
C 2.321 -1.304 1.072 0.120
C 2.493 -2.676 1.155 -0.011
C 3.698 -3.318 1.619 -1.167
C 4.671 -2.460 2.092 -0.783
C 4.557 -1.073 2.124 0.266
C 5.528 -0.206 2.650 -0.533
H 6.184 1.777 3.164 0.286
H 4.095 2.862 2.276 0.292
H 2.285 1.446 1.269 0.378
H 1.738 -3.372 0.784 0.161
H 3.780 -4.375 1.569 0.467
H 5.630 -2.925 2.495 0.065
H 6.465 -0.721 3.046 0.169
```

Calculated values
- Frontier orbital gap: 4.01 eV
- Charge: -1
- E_HOMO: -1.30 eV



C30H35ClN2O8 | ωB97M-V/def2-TZVPD

XYZ file:
```
76
Properties=species:S:1:pos:R:3:mulliken_charge:R:1
C -0.941 3.871 -0.008 -1.489
C -0.425 2.845 1.107 -0.446
N 0.258 3.659 2.157 0.184
C 1.610 3.787 2.461 -0.605
C 1.752 4.927 3.255 -0.337
N 0.447 5.409 3.415 0.063
C -0.406 4.682 2.824 -0.149
C 0.233 6.475 4.451 -1.330
H -1.318 3.334 -0.732 0.458
H -0.046 4.389 -0.289 0.390
H -1.579 4.433 0.409 0.615
H 0.358 2.255 0.850 0.389
H -1.146 2.137 1.614 0.279
H 2.308 3.192 2.150 0.728
H 2.625 5.340 3.766 0.387
H -1.436 4.924 2.737 0.427
H -0.414 6.202 5.133 0.465
H -0.034 7.291 3.888 0.458
H 1.003 6.728 4.838 0.535
Cl -0.323 -0.254 -0.433 -0.765
C -4.985 -0.696 3.079 -0.599
C -3.919 -0.613 1.903 -0.062
C -4.141 0.077 0.715 0.461
C -5.467 0.618 0.570 -0.849
C -6.457 0.648 1.707 -0.667
C -6.182 -0.038 2.876 0.755
O -7.155 -0.032 3.870 -0.550
O -3.439 0.049 -0.417 -0.465
H -4.514 -1.198 4.007 0.305
H -2.994 -1.241 1.909 0.283
H -5.521 1.082 -0.269 0.646
H -7.475 1.034 1.708 0.248
H -8.040 0.000 3.524 0.301
H -2.522 -0.428 -0.247 0.066
C 3.056 0.231 -2.050 -0.563
C 4.063 0.683 -3.122 -0.619
C 5.426 0.603 -2.911 0.765
C 5.939 0.108 -1.656 -0.867
C 4.939 -0.298 -0.647 -0.332
C 3.552 -0.283 -0.821 0.165
O 2.747 -0.738 0.201 -0.412
O 6.320 1.078 -3.840 -0.520
H 2.121 0.437 -2.028 1.091
H 3.613 0.973 -4.126 0.249
H 6.877 0.023 -1.299 0.470
H 5.171 -0.744 0.379 0.245
H 1.877 -0.436 -0.127 0.057
H 7.165 0.803 -3.855 0.278
C -1.291 -3.589 0.990 0.357
C -1.426 -4.988 0.570 -0.753
C -1.002 -6.139 1.440 0.456
C -0.310 -5.770 2.592 -0.159
C -0.135 -4.380 2.981 -0.646
C -0.620 -3.343 2.194 0.360
O -0.300 -2.036 2.557 -0.575
O -1.316 -7.329 1.143 -0.506
H -1.801 -2.799 0.209 -0.102
H -1.998 -5.210 -0.284 0.479
H 0.244 -6.460 3.381 0.115
H 0.382 -4.286 3.938 0.362
H -0.567 -1.488 1.801 0.224
H -1.166 -7.869 1.963 0.319
C 1.292 -0.221 -5.507 -0.320
C 1.808 -1.343 -6.340 -0.772
C 1.965 -2.539 -5.578 0.880
C 1.552 -2.703 -4.290 -1.148
C 0.815 -1.821 -3.677 -0.385
C 0.677 -0.486 -4.229 0.120
O 0.155 0.564 -3.652 -0.538
O 2.627 -3.486 -6.234 -0.554
H 1.224 0.794 -5.968 0.352
H 2.134 -1.100 -7.363 0.362
H 1.650 -3.518 -3.817 0.675
H 0.346 -2.118 -2.788 0.644
H -0.446 0.601 -2.831 0.310
H 2.962 -4.300 -5.861 0.304
```

Calculated values
- Frontier orbital gap: 5.86 eV
- Charge: 0
- Relative energy (zero: lowest compared OMol25 entry of this formula, charge and spin): 5.2 kcal/mol
- E_HOMO: -6.51 eV



C30H35GeNO5PPb | ωB97M-V/def2-TZVPD

XYZ file:
```
74
Properties=species:S:1:pos:R:3:mulliken_charge:R:1
Pb 0.018 -1.897 -0.007 1.307
O -3.951 -2.090 1.984 -0.708
C -2.724 -2.206 1.939 -0.432
O -2.058 -2.514 0.875 -0.657
C -1.961 -2.024 3.257 0.304
C -0.851 -3.067 3.484 0.022
C -0.535 -3.159 4.986 -0.969
C 0.230 -1.822 5.214 -0.920
C 0.237 -1.238 3.790 0.216
O 0.330 -2.419 2.979 -0.545
C -1.160 -0.688 3.459 -0.082
C -1.114 0.347 2.336 -0.342
O -1.507 1.483 2.600 -0.817
O -0.594 0.011 1.198 0.361
H -2.726 -2.104 4.023 0.460
H -1.006 -4.012 2.972 0.607
H -1.438 -3.250 5.591 0.363
H 0.106 -4.019 5.185 0.352
H -0.264 -1.155 5.922 0.360
H 1.248 -1.999 5.558 0.346
H 1.060 -0.563 3.569 0.103
H -1.558 -0.141 4.308 0.332
N 2.097 -1.379 -2.837 -0.193
C 3.192 -0.583 -2.539 0.518
C 4.429 -0.867 -3.129 -0.802
C 5.554 -0.127 -2.813 -0.544
C 5.472 0.922 -1.908 -0.897
C 4.247 1.210 -1.320 -0.513
C 3.096 0.477 -1.613 0.151
P 1.498 0.704 -0.732 0.424
C 1.940 1.891 0.581 0.018
C 1.790 3.269 0.485 -0.163
C 2.120 4.087 1.562 -0.668
C 2.602 3.534 2.740 -0.539
C 2.761 2.157 2.841 -0.556
C 2.426 1.344 1.770 -0.230
C 0.528 1.715 -1.908 0.518
C 0.943 2.010 -3.203 -0.624
C 0.108 2.717 -4.063 -0.662
C -1.142 3.136 -3.632 -0.585
C -1.563 2.844 -2.338 -0.671
C -0.739 2.131 -1.481 0.165
H 1.159 -1.044 -2.675 0.014
H 2.180 -1.999 -3.622 0.237
H 4.498 -1.689 -3.836 0.327
H 6.503 -0.376 -3.273 0.361
H 6.347 1.509 -1.658 0.411
H 4.180 2.028 -0.614 0.424
H 1.410 3.713 -0.426 0.353
H 1.989 5.158 1.479 0.394
H 2.835 4.172 3.584 0.357
H 3.126 1.715 3.762 0.379
H 2.526 0.264 1.854 0.428
H 1.924 1.693 -3.541 0.350
H 0.440 2.940 -5.070 0.392
H -1.793 3.681 -4.306 0.344
H -2.546 3.157 -2.004 0.407
H -1.068 1.878 -0.472 0.362
C -3.821 0.012 -0.436 -0.803
Ge -3.175 -1.277 -1.746 0.750
C -4.145 -2.960 -1.549 -1.263
C -3.797 -0.575 -3.499 -1.342
C -1.242 -1.444 -1.928 -1.173
H -4.895 0.155 -0.590 0.508
H -3.319 0.975 -0.560 0.125
H -3.663 -0.352 0.583 0.103
H -5.201 -2.767 -1.769 0.348
H -4.051 -3.322 -0.523 0.347
H -3.776 -3.719 -2.246 0.387
H -4.893 -0.587 -3.549 0.380
H -3.410 -1.192 -4.318 0.362
H -3.455 0.455 -3.659 0.293
H -0.934 -0.553 -2.494 0.054
H -1.080 -2.315 -2.584 0.579
```

Calculated values
- Frontier orbital gap: 7.13 eV
- Charge: -1
- Relative energy (zero: lowest compared OMol25 entry of this formula, charge and spin): 0.0 kcal/mol
- E_HOMO: -4.60 eV



C30H35IrNOS | ωB97M-V/def2-TZVPD

XYZ file:
```
69
Properties=species:S:1:pos:R:3:mulliken_charge:R:1
Ir -0.701 0.608 0.911 2.743
C -3.898 0.590 -0.931 -1.641
C -3.020 1.092 0.170 0.946
C -2.295 2.315 0.050 -0.975
C -1.586 2.848 1.122 0.981
C -0.914 4.179 1.002 -1.716
C -1.565 2.116 2.354 -0.463
C -2.303 0.930 2.524 0.347
C -2.436 0.300 3.872 -1.419
C -2.965 0.387 1.384 -0.825
H -4.934 0.665 -0.592 0.402
H -3.703 -0.459 -1.150 0.395
H -3.796 1.174 -1.839 0.442
H -2.313 2.847 -0.893 0.486
H -1.656 4.958 1.194 0.409
H -0.527 4.341 -0.003 0.347
H -0.116 4.303 1.732 0.453
H -1.019 2.520 3.198 0.482
H -3.378 0.648 4.303 0.408
H -1.627 0.597 4.537 0.410
H -2.474 -0.784 3.818 0.353
H -3.513 -0.540 1.482 0.617
S 1.612 -2.231 3.443 -0.152
C 0.071 -2.922 3.204 -0.568
C -0.758 -2.144 2.441 -0.796
C -0.132 -0.930 2.065 -0.695
C 1.162 -0.863 2.515 0.422
C 1.965 0.252 2.087 1.338
C 3.311 0.460 2.365 -1.114
C 3.940 1.581 1.866 -0.560
C 3.213 2.485 1.098 -1.318
C 1.886 2.227 0.848 0.058
N 1.264 1.138 1.328 0.027
H -0.157 -3.880 3.645 0.521
H -1.762 -2.444 2.179 0.487
H 3.845 -0.259 2.969 0.499
H 4.987 1.755 2.072 0.466
H 3.667 3.380 0.700 0.505
H 1.289 2.907 0.265 0.531
C 0.440 2.324 -2.371 -1.358
C 0.037 1.202 -3.315 0.359
C -1.476 1.002 -3.329 -1.203
C 0.724 -0.117 -3.051 0.602
C 1.385 -0.698 -4.087 -0.883
C 1.964 -1.975 -3.985 -1.415
C 1.883 -2.697 -2.799 -0.519
C 1.259 -2.182 -1.700 0.157
C 1.139 -3.015 -0.453 3.206
C -0.023 -4.005 -0.621 -1.415
C 2.435 -3.748 -0.109 -1.683
C 0.653 -0.848 -1.786 -0.158
O 0.068 -0.375 -0.754 -1.017
H -0.005 3.264 -2.702 0.538
H 1.522 2.454 -2.343 0.507
H 0.086 2.110 -1.364 -0.175
H 0.341 1.502 -4.319 0.831
H -1.807 0.675 -2.345 -0.252
H -1.770 0.244 -4.054 0.505
H -1.985 1.933 -3.589 0.463
H 1.449 -0.162 -5.024 0.495
H 2.462 -2.404 -4.843 0.419
H 2.320 -3.685 -2.744 0.419
H 0.890 -2.349 0.367 -1.624
H 0.136 -4.645 -1.490 0.397
H -0.974 -3.485 -0.751 0.299
H -0.099 -4.643 0.260 0.403
H 2.664 -4.535 -0.828 0.433
H 2.336 -4.224 0.865 0.434
H 3.286 -3.066 -0.071 0.400
```

Calculated values
- Frontier orbital gap (alpha / beta): 7.38 / 6.40 eV
- Charge: +2
- Relative energy (zero: lowest compared OMol25 entry of this formula, charge and spin): 2.5 kcal/mol
- 2S+1: 2
- E_HOMO (alpha / beta): -13.97 / -14.00 eV



C30H36AsBrN4NiOSSbSe4 | ωB97M-V/def2-TZVPD

XYZ file:
```
80
Properties=species:S:1:pos:R:3:mulliken_charge:R:1
Ni -0.071 -0.003 -0.227 0.711
C 1.961 3.097 -1.321 -1.196
As 1.328 2.005 0.161 0.269
C 0.227 3.345 1.075 -1.190
C 2.860 2.131 1.362 -0.997
H 2.287 4.073 -0.960 0.423
H 1.164 3.213 -2.053 0.327
H 2.801 2.590 -1.797 0.318
H 0.857 4.182 1.374 0.551
H -0.209 2.883 1.961 0.080
H -0.563 3.717 0.424 0.295
H 2.822 3.081 1.894 0.470
H 3.784 2.067 0.792 0.237
H 2.841 1.305 2.070 0.246
Br -4.112 -5.238 -0.362 -0.253
C -2.993 -3.697 -0.271 -0.054
C -3.539 -2.447 -0.484 -0.821
C -2.712 -1.329 -0.426 0.148
C -1.345 -1.425 -0.162 0.517
C -0.845 -2.710 0.071 -0.031
C -1.647 -3.842 0.010 -0.678
H -4.593 -2.339 -0.704 0.430
H -3.183 -0.372 -0.613 0.218
H 0.204 -2.838 0.307 0.467
H -1.224 -4.823 0.181 0.446
N -1.271 -0.346 9.551 -0.535
C -1.118 -0.307 8.412 0.004
C -0.925 -0.254 6.990 0.545
C 0.047 0.586 6.448 -0.742
C 0.224 0.642 5.080 -0.358
C -0.561 -0.138 4.220 -0.002
C -1.531 -0.980 4.780 -0.419
C -1.713 -1.039 6.148 -0.663
C -0.383 -0.072 2.806 0.527
C -0.286 -0.044 1.592 -1.038
H 0.659 1.188 7.106 0.429
H 0.977 1.291 4.654 0.485
H -2.135 -1.589 4.121 0.570
H -2.463 -1.692 6.574 0.433
C -3.636 2.017 1.821 -1.208
C -3.469 2.364 0.380 1.007
C -4.290 3.178 -0.347 -1.219
C -3.968 3.380 -1.707 0.924
N -2.958 2.787 -2.307 -0.645
C -2.178 1.937 -1.601 0.405
S -0.961 1.020 -2.303 -0.406
N -2.420 1.811 -0.254 1.208
C -4.801 4.291 -2.557 -1.320
H -4.523 2.495 2.230 0.405
H -2.760 2.330 2.391 0.171
H -3.718 0.934 1.932 0.264
H -5.146 3.652 0.107 0.375
H -1.796 1.153 0.244 -0.668
H -5.526 4.848 -1.966 0.352
H -5.330 3.697 -3.304 0.292
H -4.154 4.981 -3.095 0.342
Se 7.017 1.919 -0.114 -0.345
Sb 6.280 -0.265 -1.106 0.686
Se 5.875 0.108 -3.465 -0.595
Se 7.684 -2.098 -0.388 -0.608
Se 4.005 -0.734 -0.173 -0.135
O 1.231 -1.347 -1.499 -0.731
C 1.148 -2.042 -2.499 0.128
C 1.005 -1.496 -3.891 -0.603
C 2.426 -1.527 -4.501 -0.331
C 3.167 -2.877 -4.500 -1.115
C 3.737 -3.326 -3.142 0.437
C 2.705 -3.853 -2.124 -0.777
N 1.345 -3.412 -2.472 -0.099
H 0.628 -0.476 -3.881 -0.034
H 0.320 -2.120 -4.474 0.402
H 3.050 -0.802 -3.970 0.070
H 2.347 -1.170 -5.531 0.438
H 4.022 -2.759 -5.169 0.435
H 2.540 -3.659 -4.949 0.325
H 4.260 -2.470 -2.714 -0.526
H 4.500 -4.089 -3.307 0.475
H 2.942 -3.496 -1.123 0.202
H 2.690 -4.943 -2.095 0.464
H 1.089 -3.809 -3.364 0.390
```

Calculated values
- Frontier orbital gap (alpha / beta): 6.60 / 5.21 eV
- Charge: -1
- Relative energy (zero: lowest compared OMol25 entry of this formula, charge and spin): 7.6 kcal/mol
- 2S+1: 3
- E_HOMO (alpha / beta): -5.12 / -5.06 eV